Entry one
ORCA calculation (ωB97M-V/def2-TZVPD) on a cluster of 2 separate species, C2H3BrClN in total.

Structure (ORCA input):
```
! wB97M-V def2-TZVPD RIJCOSX def2/J DEFGRID3
* xyz 0 1
C -1.38154 0.32730 -0.17536
C 2.18164 0.35165 1.31018
N -0.87971 -0.32442 -1.08676
Cl 2.63019 1.06397 -0.05224
Br 1.97010 -1.57193 1.23334
H -0.96361 1.36633 -0.13489
H -2.27958 -0.00458 0.40033
H -1.27749 -1.20832 -1.49460
*
```

## Properties
HOMO: -9.05 eV

***

Entry two
ORCA calculation (ωB97M-V/def2-TZVPD) on the molecule C2H3BrClN.

Structure (ORCA input):
```
! wB97M-V def2-TZVPD RIJCOSX def2/J DEFGRID3
* xyz 0 1
C -1.13133 -0.27387 0.20406
C 1.00791 0.05723 -0.62105
N -0.13574 0.46244 -0.11606
Cl 1.13383 -1.60132 -0.45229
Br 2.67048 1.18800 0.05339
H -1.45577 -1.37238 -0.08405
H -1.86165 0.07380 0.95982
H -0.22773 1.46611 0.05617
*
```

## Properties
HOMO (alpha / beta): -7.76 / -7.71 eV

***

entry two has the most favorable energy; the next structure is 0.0324 hartree above.

***

Entry one
ORCA calculation (ωB97M-V/def2-TZVPD) on the molecule C2H4IN.

Structure (ORCA input):
```
! wB97M-V def2-TZVPD RIJCOSX def2/J DEFGRID3
* xyz 0 1
C -0.26449 0.76413 1.03744
C 0.14090 -0.84516 -0.55698
N 0.00880 -0.41688 0.71866
I 0.82706 0.65643 -2.05069
H -0.65787 1.14421 1.91984
H -0.11095 1.45092 0.21946
H 0.88185 -1.55635 -0.44144
H -0.82529 -1.19730 -0.84630
*
```

## Properties
HOMO: -9.38 eV
SMILES: C=NCI

***

Entry two
ORCA calculation (ωB97M-V/def2-TZVPD) on the molecule C2H4IN.

Structure (ORCA input):
```
! wB97M-V def2-TZVPD RIJCOSX def2/J DEFGRID3
* xyz 0 1
C 0.18525 -0.42170 0.00309
C -0.61321 0.80025 0.03478
N -0.16081 -1.58550 -0.01596
I 2.52545 0.22705 -0.09237
H -0.41558 1.34648 0.95624
H -1.67352 0.55916 -0.03159
H -0.32451 1.44100 -0.79933
H 0.47692 -2.36673 -0.05486
*
```

## Properties
HOMO: -9.33 eV
SMILES: [H]/N=C(/C)I

***

Entry three
ORCA calculation (ωB97M-V/def2-TZVPD) on a cluster of 2 separate species, C2H4IN in total.

Structure (ORCA input):
```
! wB97M-V def2-TZVPD RIJCOSX def2/J DEFGRID3
* xyz 0 1
C -1.90202 0.25421 0.18971
C -0.62015 0.27011 0.04789
N -3.12554 0.27035 0.02729
I 4.31737 -0.24270 0.23474
H -0.17239 -0.62386 -0.32617
H 5.16874 -0.40755 -1.17175
H 0.09870 0.85098 0.44502
H -3.76471 -0.37154 0.55328
*
```

## Properties
HOMO: -9.04 eV
SMILES: C=C=N.I

***

entry two has the most favorable energy; the next structure is 0.0331 hartree above.

***

Entry one
ORCA calculation (ωB97M-V/def2-TZVPD) on the molecule C3H5N5.

Structure (ORCA input):
```
! wB97M-V def2-TZVPD RIJCOSX def2/J DEFGRID3
* xyz 0 1
C 1.36763 0.51853 -1.25381
C -0.36834 0.24198 0.02215
C -1.58762 -0.87567 1.26219
H 1.99376 2.19593 -2.15286
H 1.73159 -0.38477 -0.79368
H -2.56788 0.28091 -0.11668
H -2.47399 -1.26880 1.51661
H 1.32547 -0.48897 1.50945
N 2.28408 1.31984 -1.71836
N 0.00731 0.89731 -0.93575
N -1.62776 -0.12467 0.32230
N -0.48427 -1.48885 1.60085
N 0.40001 -0.82278 0.73759
*
```

## Properties
HOMO: -8.40 eV
SMILES: [H]/N=C\N=c1\[nH]cn[nH]1

***

Entry two
ORCA calculation (ωB97M-V/def2-TZVPD) on the molecule C3H5N5.

Structure (ORCA input):
```
! wB97M-V def2-TZVPD RIJCOSX def2/J DEFGRID3
* xyz 0 1
C -0.93088 -0.55189 0.69837
C 1.37693 1.07954 -0.52804
C 0.71972 0.29572 -1.61478
H -1.25909 -1.54448 2.34264
H 0.84420 -0.82895 1.74114
H 1.93428 1.92979 -0.71198
H 1.28860 0.02509 -2.57616
H -2.20070 0.19297 -0.44857
N -1.78195 -1.21093 1.45012
N 0.50751 -0.43424 0.89814
N 1.19950 0.75875 0.69092
N -0.48509 -0.20770 -1.62862
N -1.21304 0.49632 -0.31319
*
```

## Properties
HOMO: -9.34 eV
SMILES: N=C1NN=CC=NN1

***

Entry three
ORCA calculation (ωB97M-V/def2-TZVPD) on the molecule C3H5N5.

Structure (ORCA input):
```
! wB97M-V def2-TZVPD RIJCOSX def2/J DEFGRID3
* xyz 0 1
C 0.61849 0.47133 -0.10615
C -1.39391 -0.39915 0.00046
C -1.37585 1.13514 -0.00320
H 3.40183 -0.73912 0.38320
H 1.96217 -1.52801 0.68339
H 0.31191 -1.71788 -0.37422
H -3.24429 -0.65024 0.28291
H -2.40845 1.63155 0.11591
N 2.46717 -0.81527 0.00453
N 1.91794 0.57228 -0.00428
N -0.02124 -0.74219 -0.17540
N -2.36769 -1.21739 0.05707
N -0.15555 1.59683 0.05552
*
```

## Properties
HOMO: -8.69 eV
SMILES: [H]/N=C1C=N/C(=N/N)N\1

***

Entry four
ORCA calculation (ωB97M-V/def2-TZVPD) on the molecule C3H5N5.

Structure (ORCA input):
```
! wB97M-V def2-TZVPD RIJCOSX def2/J DEFGRID3
* xyz 0 1
C 1.29571 -0.81004 0.02642
C -2.02903 -0.18210 0.11161
C -0.39570 1.20916 -0.17682
H 2.99518 0.05225 0.72253
H 1.54321 -1.95389 0.11196
H -1.43160 -1.64264 -0.87132
H -3.04071 -0.47565 0.81832
H 1.29039 1.80681 -0.49930
N 2.15923 0.17681 0.20357
N 0.05669 -0.34395 -0.42657
N -1.02238 -1.10297 -0.08920
N -1.70627 1.06520 0.22965
N 0.28527 2.20102 -0.16086
*
```

## Properties
HOMO: -9.06 eV
SMILES: [H]/N=c1/nc[nH]n1/C=N/[H]

***

entry three has the most favorable energy; the next structure is 0.0524 hartree above.

***

Entry one
ORCA calculation (ωB97M-V/def2-TZVPD) on the molecule C3H5N5.

Structure (ORCA input):
```
! wB97M-V def2-TZVPD RIJCOSX def2/J DEFGRID3
* xyz 0 1
C -0.47342 -1.16118 0.11473
C -0.80352 -0.68023 -1.11723
C -0.59057 0.80188 -1.23732
H 1.79140 -1.29522 1.85886
H 0.39930 -1.41928 3.13351
H -0.80194 -2.17629 0.48263
H -1.28331 -1.40708 -1.65702
H -0.57057 2.53623 -1.62253
N 0.86879 -1.45982 2.01532
N 0.28966 -0.51999 1.19052
N -1.32496 1.73221 -1.83810
N 0.82045 1.15061 -0.48496
N 1.01322 0.52540 0.72342
*
```

## Properties
HOMO: -9.26 eV
SMILES: [H]/N=c1/ccn(N)nn1

***

Entry two
ORCA calculation (ωB97M-V/def2-TZVPD) on the molecule C3H5N5.

Structure (ORCA input):
```
! wB97M-V def2-TZVPD RIJCOSX def2/J DEFGRID3
* xyz 0 1
C 1.17427 -1.40678 0.33342
C -0.99347 1.33321 -0.79074
C -0.77493 0.32609 0.30144
H -0.12964 -1.91738 1.45753
H 2.16507 -1.44783 -0.00329
H 1.95179 0.19498 -1.35292
H -1.97030 1.87918 -0.74917
H -2.59239 0.63858 0.89386
N 0.78910 -2.24708 1.29969
N 0.44104 -0.21791 -0.06689
N 1.04393 0.78827 -0.76122
N 0.07812 1.62635 -1.46943
N -1.76072 -0.07286 1.09632
*
```

## Properties
HOMO: -8.62 eV
SMILES: [H]/N=C\n1[nH]nc/c1=N\[H]

***

Entry three
ORCA calculation (ωB97M-V/def2-TZVPD) on the molecule C3H5N5.

Structure (ORCA input):
```
! wB97M-V def2-TZVPD RIJCOSX def2/J DEFGRID3
* xyz 0 1
C -0.19979 -0.37641 -0.83769
C 0.23256 0.17416 0.53338
C 0.21189 -0.04686 1.75251
H -1.59538 -2.19384 -0.01403
H -1.95708 -1.36715 -1.71491
H 0.22261 -0.25930 -2.74642
H -0.23518 -0.85210 2.52574
H 0.98113 1.87697 -0.77923
N -1.17396 -1.34173 -0.82119
N 0.29937 0.25853 -1.78411
N 0.81657 1.08517 2.28685
N 1.31165 1.80470 1.32598
N 1.08562 1.23787 0.27312
*
```

## Properties
HOMO: -9.33 eV
SMILES: [H]/N=C(\N)c1cnn[nH]1

***

Entry four
ORCA calculation (ωB97M-V/def2-TZVPD) on the molecule C3H5N5.

Structure (ORCA input):
```
! wB97M-V def2-TZVPD RIJCOSX def2/J DEFGRID3
* xyz 0 1
C -0.69028 1.06430 0.90843
C 0.20258 -0.33695 -0.81991
C -0.17391 -0.31409 0.53169
H -0.57610 1.27049 1.97846
H -1.77206 1.30650 0.48228
H 1.17755 1.56175 0.55734
H 0.96746 1.28273 -1.76591
H 0.27758 -3.29288 -0.03411
N 0.22027 1.81195 0.01282
N 0.13238 1.02981 -1.33214
N 0.39315 -1.53777 -1.24075
N 0.15652 -2.21390 -0.15731
N -0.31514 -1.63194 0.87911
*
```

## Properties
HOMO: -9.28 eV
SMILES: C1NNc2n[nH]nc21

***

entry four has the most favorable energy; the next structure is 0.0347 hartree above.